Formula: C32H49BCl24FN3O4S2
Source: the OMol25 dataset
Level of theory: ωB97M-V/def2-TZVPD

Each line ends with the Löwdin charge.
Atoms and positions in Å:
C 3.071 -2.859 -1.229  0.0081
B 1.662 -3.005 -1.943  -0.5808
O 0.811 -3.968 -1.492  0.1645
N 1.268 -2.177 -3.078  0.1677
C 0.025 -2.585 -3.703  -0.3374
O -0.090 -3.310 -4.641  0.1491
C -1.039 -1.865 -2.901  -0.1113
C -2.362 -2.149 -2.670  -0.5480
S -3.076 -3.603 -3.433  0.7805
C -3.070 -1.243 -1.820  -0.1515
C -2.435 -0.129 -1.288  -0.1325
C -3.276 0.771 -0.385  -0.1337
C -3.951 -0.103 0.717  -0.1763
C -4.017 0.574 2.107  -0.1893
C -3.415 -0.294 3.224  -0.1912
C -1.954 -0.752 3.017  -0.1985
C -0.883 0.176 3.635  -0.2413
C -1.059 1.665 3.280  -0.4428
S 0.517 2.588 3.182  0.9710
C 1.573 1.701 4.264  -0.6977
N 2.630 1.020 4.002  0.0779
N 3.096 0.547 5.221  0.0500
C 2.284 0.967 6.120  -0.1740
O 1.282 1.725 5.602  0.0014
C -1.078 0.154 -1.549  -0.0388
C -0.350 1.368 -1.015  -0.2755
C -0.991 2.730 -1.378  -0.0916
F -0.172 1.242 0.366  -0.0280
C -0.405 -0.742 -2.343  -0.0035
C 1.042 -0.777 -2.818  -0.3060
O 1.803 0.117 -3.019  0.1661
H 3.610 -3.786 -1.464  0.0700
H 3.634 -1.984 -1.552  0.0682
H 2.919 -2.885 -0.145  0.0384
H 1.124 -4.292 -0.643  0.0565
H -4.272 -3.728 -2.833  -0.1273
H -4.107 -1.421 -1.582  0.0803
H -2.670 1.554 0.057  0.0532
H -4.070 1.195 -1.005  0.1083
H -3.401 -1.037 0.834  0.0378
H -4.941 -0.379 0.346  0.1124
H -3.579 1.574 2.066  0.0865
H -5.076 0.720 2.351  0.1089
H -4.026 -1.205 3.252  0.1086
H -3.514 0.172 4.210  0.1136
H -1.690 -0.938 1.972  0.0935
H -1.849 -1.712 3.535  0.1059
H 0.095 -0.197 3.316  0.1046
H -0.940 0.069 4.724  0.1107
H -1.719 2.126 4.014  0.0731
H -1.461 1.709 2.269  0.0408
H 2.266 0.829 7.189  0.1366
H 0.632 1.377 -1.488  0.1243
H -1.074 3.366 -0.496  0.0539
H -1.956 2.609 -1.867  0.0568
H -0.316 3.256 -2.072  -0.0376
C -6.344 -1.205 -5.240  -1.0031
Cl -7.495 -2.544 -5.139  0.4925
Cl -5.031 -1.379 -4.061  0.5970
H -5.918 -1.187 -6.236  0.0311
H -6.871 -0.280 -5.043  -0.0238
C 1.496 5.151 -3.904  -1.0238
Cl 1.377 6.821 -3.351  0.5130
Cl -0.079 4.337 -3.902  0.5887
H 1.891 5.144 -4.912  0.0135
H 2.159 4.614 -3.238  -0.0320
C -1.969 -4.822 1.330  -0.9722
Cl -0.266 -4.543 1.695  0.5534
Cl -2.633 -3.537 0.307  0.6211
H -2.069 -5.769 0.812  0.0321
H -2.519 -4.849 2.263  0.0261
C -4.920 4.798 -1.282  -0.9908
Cl -6.329 3.729 -1.283  0.5055
Cl -3.623 4.168 -0.260  0.5936
H -4.549 4.884 -2.297  0.0284
H -5.219 5.770 -0.908  0.0254
C -9.536 0.886 -6.972  -1.0028
Cl -8.090 1.786 -6.490  0.5213
Cl -9.144 -0.715 -7.611  0.5094
H -10.174 0.766 -6.105  0.0273
H -10.049 1.450 -7.741  0.0232
C 6.117 -3.314 1.322  -1.0199
Cl 5.715 -1.698 1.910  0.5062
Cl 4.750 -4.424 1.482  0.5119
H 6.388 -3.247 0.274  0.0238
H 6.947 -3.701 1.901  0.0220
C 5.936 1.202 7.042  -1.0249
Cl 7.327 1.823 6.150  0.5138
Cl 5.367 2.356 8.255  0.5166
H 5.123 1.017 6.349  -0.0221
H 6.222 0.281 7.536  0.0287
C 0.428 4.824 6.525  -1.0334
Cl -1.120 5.014 5.698  0.5079
Cl 1.316 6.349 6.616  0.5126
H 0.242 4.469 7.532  0.0281
H 1.024 4.106 5.977  -0.0146
C 2.601 -3.799 -6.245  -0.9952
Cl 3.336 -2.679 -7.399  0.5116
Cl 3.832 -4.734 -5.375  0.5443
H 2.025 -3.235 -5.525  -0.0176
H 1.959 -4.485 -6.783  0.0352
C 5.115 3.990 -2.963  -0.9989
Cl 4.403 5.146 -1.828  0.5271
Cl 4.968 4.538 -4.639  0.5224
H 6.166 3.877 -2.727  0.0241
H 4.603 3.040 -2.861  0.0269
C 5.162 -7.110 -7.628  -1.0437
Cl 4.431 -8.657 -7.178  0.4935
Cl 4.923 -6.747 -9.343  0.4948
H 4.699 -6.325 -7.040  -0.0719
H 6.226 -7.157 -7.428  0.0261
C 5.807 2.193 12.066  -1.0403
Cl 5.274 0.829 13.058  0.4959
Cl 5.232 3.735 12.709  0.4990
H 6.891 2.206 12.047  0.0264
H 5.414 2.067 11.065  -0.0353

- DFT total energy: -372242.92051 eV
- M: 1484.58 g mol⁻¹
- Frontier orbital gap: 8.5 eV
- E_LUMO: -0.183 eV
- HOMO energy: -8.7 eV


Formula: C18H60F6N4O10P
Source: the OMol25 dataset
Level of theory: ωB97M-V/def2-TZVPD

Each line ends with the Löwdin charge.
Atoms and positions in Å:
P 0.222 -0.181 0.234  0.2143
F 0.787 -1.346 1.245  -0.1820
F 0.726 -1.116 -0.990  -0.1539
F -1.197 -0.960 0.354  -0.1578
F -0.480 0.902 -0.732  -0.1338
F -0.209 0.630 1.559  -0.1447
F 1.654 0.589 0.120  -0.1556
C 3.935 0.599 -2.469  -0.0765
C 3.929 1.341 -3.827  -0.2997
O 5.250 1.829 -4.134  -0.0987
H 2.982 0.080 -2.379  0.0611
H 3.947 1.423 -1.753  0.0597
H 4.849 0.028 -2.322  0.0692
H 3.277 2.202 -3.706  0.0929
H 3.540 0.717 -4.632  0.1053
H 5.696 1.114 -4.596  0.0694
C 0.795 2.835 4.014  -0.0715
C 1.925 3.529 4.784  -0.4199
C 1.454 4.702 5.637  -0.2238
O 0.882 5.717 4.845  -0.1908
C 0.278 6.737 5.611  -0.1153
N 2.497 2.502 5.652  0.0280
H 1.210 2.189 3.235  0.0558
H 0.209 3.521 3.388  0.0781
H 0.105 2.248 4.620  0.0807
H 2.604 3.885 4.006  0.1375
H 2.311 5.092 6.198  0.1241
H 0.687 4.360 6.346  0.1258
H 0.945 7.139 6.380  0.0831
H -0.580 6.310 6.144  0.0854
H -0.041 7.509 4.919  0.0860
H 1.814 2.205 6.338  0.0666
H 2.757 1.663 5.154  0.0627
C -5.628 0.455 1.457  -0.0495
C -4.142 0.392 1.083  -0.4465
C -3.520 1.786 0.960  -0.1908
O -4.127 2.618 -0.017  -0.1749
C -3.902 2.194 -1.340  -0.1118
N -3.392 -0.464 2.015  0.0507
H -5.792 1.153 2.281  0.0764
H -6.045 -0.525 1.681  0.0702
H -6.192 0.877 0.621  0.0741
H -4.072 -0.137 0.128  0.1024
H -2.434 1.725 0.863  0.1068
H -3.716 2.275 1.919  0.1257
H -4.236 1.169 -1.511  0.0792
H -2.882 2.275 -1.742  0.0857
H -4.419 2.915 -1.977  0.0860
H -3.407 -0.073 2.952  0.0809
H -2.418 -0.530 1.742  0.0341
C -1.613 -2.107 -2.795  -0.0516
C -2.593 -2.228 -3.986  -0.3988
C -1.945 -2.252 -5.363  -0.2217
O -1.507 -0.942 -5.669  -0.1801
C -0.567 -0.924 -6.707  -0.1301
N -3.333 -3.502 -3.771  0.0268
H -1.022 -1.193 -2.794  0.0489
H -0.918 -2.946 -2.697  0.0715
H -2.233 -2.216 -1.905  0.0644
H -3.254 -1.363 -3.915  0.1360
H -2.642 -2.577 -6.145  0.1208
H -1.136 -2.995 -5.374  0.1260
H 0.462 -1.145 -6.401  0.0869
H -0.527 0.098 -7.090  0.0865
H -0.855 -1.599 -7.522  0.0820
H -2.643 -4.246 -3.818  0.0644
H -3.613 -3.489 -2.796  0.0537
C 1.817 -4.712 -1.777  -0.0844
C 1.633 -4.667 -0.273  -0.3972
C 2.748 -3.827 0.374  -0.2119
O 2.910 -4.258 1.722  -0.1940
C 3.536 -3.270 2.531  -0.1008
N 0.332 -3.990 -0.059  0.0441
H 2.600 -5.395 -2.121  0.0706
H 2.091 -3.718 -2.142  0.0790
H 0.938 -5.058 -2.322  0.0692
H 1.561 -5.676 0.129  0.1349
H 2.678 -2.746 0.254  0.1125
H 3.691 -4.112 -0.123  0.1194
H 2.908 -2.374 2.543  0.0697
H 4.471 -2.984 2.038  0.0861
H 3.677 -3.633 3.544  0.0830
H 0.100 -3.811 0.910  0.0677
H 0.431 -3.084 -0.494  0.0156
O 0.230 1.288 -3.717  -0.0629
H 0.692 1.885 -3.105  -0.0184
H -0.275 0.699 -3.147  -0.0064
O 1.397 2.972 -1.785  -0.0553
H 1.214 2.197 -1.230  0.0087
H 1.939 3.542 -1.233  0.0574
O -0.198 -1.128 3.944  -0.0669
H -0.090 -1.470 3.047  -0.0003
H 0.690 -0.869 4.207  0.0215
O -4.233 -2.847 0.318  -0.0634
H -5.191 -2.795 0.256  0.0277
H -3.940 -1.926 0.356  -0.0185
O 3.966 0.899 2.142  -0.0638
H 3.127 0.597 1.771  0.0009
H 4.055 1.804 1.831  0.0299

- DFT total energy: -71675.20456 eV
- M: 637.66 g mol⁻¹
- Total charge: -1
- Frontier orbital gap: 8.6 eV
- E_LUMO: 2.316 eV
- Energy above the lowest of the compared OMol25 structures with the same formula, charge and spin: 0.0 kJ/mol
- HOMO energy: -6.3 eV


Formula: C5H8ClNO
Source: the OMol25 dataset
Level of theory: ωB97M-V/def2-TZVPD

Each line ends with the natural charge from an NBO analysis.
Atoms and positions in Å:
C -0.079 -0.590 -1.168  0.0825
C -1.382 -0.392 -0.254  -0.2704
C -0.841 0.274 1.141  -0.2017
C 1.857 0.663 0.475  -0.1672
C 0.746 0.492 -0.504  -0.1245
H 0.382 -1.772 0.126  0.4753
H -0.326 -0.475 -2.264  0.2109
H -1.803 -1.391 -0.179  0.2308
H -1.200 -0.234 2.000  0.2121
H -1.153 1.331 1.083  0.1915
H 2.708 -0.055 0.586  0.2179
H 2.136 1.721 0.693  0.1948
H 0.330 1.517 -0.669  0.1712
N 0.603 0.098 0.890  -0.4920
O 0.460 -1.883 -0.903  -0.7104
Cl -2.439 0.696 -1.053  -0.0210

- DFT total energy: -21371.11550 eV
- M: 133.58 g mol⁻¹
- Frontier orbital gap: 10.2 eV
- E_LUMO: 0.940 eV
- Energy above the lowest of the compared OMol25 structures with the same formula, charge and spin: 404.4 kJ/mol
- HOMO energy: -9.3 eV


Formula: C17H10BCl48NO4
Source: the OMol25 dataset
Level of theory: ωB97M-V/def2-TZVPD

Each line ends with the Löwdin charge.
Atoms and positions in Å:
C 4.643 5.066 4.212  -0.0823
N 3.530 4.103 4.247  -0.1414
C 3.922 2.800 3.649  -0.1082
B 2.330 4.605 3.600  -0.5498
O 2.375 5.580 2.624  0.1737
C 0.915 3.987 4.013  -0.1304
C 0.760 2.476 3.616  -0.0661
O -0.290 2.542 2.614  0.0169
C -0.370 3.838 2.223  -0.6012
O -0.541 4.210 1.129  0.1948
O -0.174 4.627 3.305  0.0722
H 4.302 6.052 4.556  0.0891
H 5.085 5.175 3.206  0.0958
H 5.427 4.731 4.913  0.0926
H 5.019 2.762 3.544  0.1003
H 3.637 1.948 4.292  0.0680
H 3.496 2.639 2.651  0.0016
H 2.100 6.468 2.901  0.1316
H 0.776 4.090 5.097  0.1262
H 0.368 1.827 4.420  0.0869
H 1.642 2.047 3.129  0.0773
C -4.485 1.407 2.851  -2.0524
Cl -6.077 0.866 2.302  0.5216
Cl -3.879 0.279 4.073  0.5184
Cl -3.376 1.465 1.492  0.5140
Cl -4.624 3.018 3.563  0.5271
C 3.368 -0.717 0.498  -2.0224
Cl 1.811 -1.455 0.134  0.5153
Cl 4.109 -1.539 1.872  0.5422
Cl 4.408 -0.875 -0.923  0.5018
Cl 3.173 1.000 0.875  0.5924
C 2.957 -4.447 -3.796  -2.0296
Cl 3.495 -3.080 -2.805  0.4655
Cl 1.266 -4.217 -4.237  0.5317
Cl 3.941 -4.517 -5.264  0.4796
Cl 3.141 -5.933 -2.870  0.5360
C -1.546 -0.714 -2.003  -2.0417
Cl -1.159 0.570 -0.849  0.4834
Cl -3.212 -0.572 -2.539  0.5391
Cl -0.456 -0.612 -3.385  0.5325
Cl -1.328 -2.270 -1.183  0.5088
C 1.851 -8.702 -6.544  -2.0454
Cl 2.737 -7.211 -6.220  0.4895
Cl 2.824 -9.767 -7.563  0.5287
Cl 1.497 -9.511 -5.013  0.4904
Cl 0.335 -8.322 -7.366  0.5274
C -4.556 4.042 -1.621  -2.0334
Cl -4.268 5.259 -0.367  0.4983
Cl -4.736 4.835 -3.183  0.5185
Cl -3.191 2.930 -1.652  0.4930
Cl -6.032 3.150 -1.235  0.5269
C 7.363 -1.913 -6.014  -2.0603
Cl 8.595 -3.175 -5.927  0.5255
Cl 6.220 -2.117 -4.688  0.4865
Cl 8.133 -0.329 -5.906  0.5268
Cl 6.496 -2.045 -7.549  0.5213
C -7.081 8.597 -3.461  -2.0521
Cl -8.814 8.279 -3.351  0.5274
Cl -6.512 8.185 -5.086  0.5196
Cl -6.775 10.309 -3.151  0.5180
Cl -6.219 7.618 -2.282  0.4820
C 1.748 1.757 7.861  -2.0337
Cl 0.886 2.775 9.014  0.5335
Cl 0.579 0.807 6.931  0.5443
Cl 2.663 2.780 6.749  0.6151
Cl 2.838 0.671 8.722  0.5355
C -3.330 10.180 0.163  -2.0573
Cl -4.519 11.190 0.991  0.5237
Cl -3.867 8.501 0.183  0.4857
Cl -3.168 10.717 -1.512  0.5189
Cl -1.771 10.313 0.980  0.5249
C -1.063 -11.752 -2.216  -2.0467
Cl -1.051 -13.294 -1.359  0.5179
Cl -1.700 -11.982 -3.845  0.5213
Cl -2.075 -10.608 -1.335  0.5147
Cl 0.585 -11.122 -2.325  0.5016
C -5.166 -13.594 -0.844  -2.0586
Cl -4.657 -12.356 0.307  0.5084
Cl -6.799 -14.134 -0.445  0.5273
Cl -5.149 -12.918 -2.474  0.5170
Cl -4.058 -14.966 -0.766  0.5072

- DFT total energy: -629221.17782 eV
- M: 2004.83 g mol⁻¹
- Frontier orbital gap: 9.7 eV
- E_LUMO: 0.008 eV
- HOMO energy: -9.7 eV


Formula: C4H13N2O
Source: the OMol25 dataset
Level of theory: ωB97M-V/def2-TZVPD

Each line ends with the natural charge from an NBO analysis.
Atoms and positions in Å:
C -1.684 -1.722 0.422  -0.6207
C -0.236 -1.390 0.775  -0.4471
C 0.375 -0.346 -0.232  0.1068
C 0.758 -0.749 -1.472  0.0083
N 0.426 0.085 -2.645  -0.8999
N 0.184 1.127 -0.104  -0.6936
H -1.776 -2.391 -0.485  0.2305
H -2.317 -0.809 0.571  0.2110
H -2.054 -2.403 1.274  0.2386
H -0.373 -1.077 1.809  0.2374
H 0.342 -2.370 0.679  0.2561
H 1.252 -1.605 -1.820  0.2195
H 1.229 0.190 -3.350  0.3951
H -0.284 -0.468 -3.099  0.3907
H -0.451 1.420 -0.824  0.4499
H -0.272 1.402 0.771  0.4647
H 0.891 1.776 -0.288  0.4420
H 1.303 2.476 2.941  0.4944
H -0.049 3.052 2.734  0.4829
O 0.377 2.195 2.671  -0.9666

- DFT total energy: -9378.21586 eV
- M: 105.16 g mol⁻¹
- Total charge: +1
- Frontier orbital gap: 10.4 eV
- E_LUMO: -3.240 eV
- Energy above the lowest of the compared OMol25 structures with the same formula, charge and spin: 325.0 kJ/mol
- HOMO energy: -13.7 eV


Formula: C4H7NO2
Source: the OMol25 dataset
Level of theory: ωB97M-V/def2-TZVPD

Each line ends with the natural charge from an NBO analysis.
Atoms and positions in Å:
C -2.739 0.169 -0.121  -0.2908
C -1.681 -0.594 -0.168  -0.3187
C -0.407 -0.028 0.151  0.5731
C 2.084 -0.532 0.239  0.0438
N 0.806 -1.044 -0.005  -0.5440
O -0.287 1.330 0.360  -0.6668
O 2.528 0.657 -0.452  -0.7438
H -3.721 -0.240 -0.219  0.2048
H -2.589 1.251 -0.042  0.2128
H -1.727 -1.629 -0.478  0.2479
H 2.743 -1.349 0.214  0.1744
H 2.145 -0.045 1.291  0.1318
H 0.555 1.580 0.656  0.5120
H 2.290 0.476 -1.426  0.4636

- DFT total energy: -9843.12448 eV
- M: 101.10 g mol⁻¹
- Frontier orbital gap (alpha / beta): 8.3 / 8.3 eV
- E_LUMO (alpha / beta): -0.407 / -0.408 eV
- Energy above the lowest of the compared OMol25 structures with the same formula, charge and spin: 400.9 kJ/mol
- HOMO energy (alpha / beta): -8.8 / -8.8 eV